ORCA calculation (wB97M-V/def2-TZVPD) on a cluster of 2 separate species, C31H50F2O5SSi in total at a distorted geometry.

Computed properties:
SMILES: CC(C)(C)CC(C)(C)c1ccc(OCCOCC[Si@](F)(COc2ccccc2)S(=O)(=O)F)cc1.CCCCCC
Charge: 0
E (eV): -67344.215
HOMO-LUMO gap (Ha): 0.3248
LUMO (eV): 0.45

Each atom is followed by the atoms it is bonded to, with distances in Å.
Element x y z (Å)
1 C 4.421 -4.228 1.521  C2 1.566, H35 1.097, H36 1.093, H37 1.098
2 C 4.090 -3.234 0.357  C1 1.566, C3 1.562, C4 1.553, C5 1.544
3 C 2.922 -3.922 -0.419  C2 1.562, H38 1.096, H39 1.092, H40 1.095
4 C 5.395 -3.161 -0.482  C2 1.553, H41 1.097, H42 1.093, H43 1.092
5 C 3.687 -1.918 1.058  C2 1.544, C6 1.564, H44 1.101, H45 1.095
6 C 3.413 -0.642 0.196  C5 1.564, C7 1.544, C8 1.547, C9 1.549
7 C 4.553 0.364 0.461  C6 1.544, H46 1.093, H47 1.094, H48 1.099
8 C 3.285 -0.829 -1.335  C6 1.547, H49 1.094, H50 1.099, H51 1.090
9 C 2.081 -0.004 0.664  C6 1.549, C10 1.375, C34 1.385
10 C 0.945 -0.759 0.835  C9 1.375, C11 1.373, H52 1.089
11 C -0.256 -0.256 1.270  C10 1.373, C12 1.380, H53 1.083
12 C -0.356 1.089 1.562  C11 1.380, O13 1.376, C33 1.373
13 O -1.476 1.732 2.038  C12 1.376, C14 1.416
14 C -2.464 0.900 2.616  O13 1.416, C15 1.529, H54 1.097, H55 1.098
15 C -3.466 0.388 1.581  C14 1.529, O16 1.421, H56 1.104, H57 1.097
16 O -3.997 1.478 0.840  C15 1.421, C17 1.405
17 C -4.438 1.093 -0.437  O16 1.405, C18 1.569, H58 1.095, H59 1.099
18 C -5.817 0.344 -0.441  C17 1.569, Si19 1.873, H60 1.097, H61 1.096
19 Si -5.721 -1.516 -0.636  C18 1.873, F20 1.600, C21 1.902, S29 2.207
20 F -7.012 -2.120 -1.363  Si19 1.600
21 C -5.704 -2.315 1.090  Si19 1.902, O22 1.429, H62 1.100, H63 1.094
22 O -6.112 -3.684 1.100  C21 1.429, C23 1.379
23 C -5.175 -4.570 0.612  O22 1.379, C24 1.383, C28 1.372
24 C -5.665 -5.609 -0.158  C23 1.383, C25 1.371, H64 1.086
25 C -4.792 -6.539 -0.659  C24 1.371, C26 1.374, H65 1.087
26 C -3.442 -6.462 -0.414  C25 1.374, C27 1.376, H66 1.087
27 C -2.938 -5.442 0.361  C26 1.376, C28 1.378, H67 1.083
28 C -3.827 -4.518 0.862  C23 1.372, C27 1.378, H68 1.089
29 S -3.984 -2.115 -1.859  Si19 2.207, O30 1.428, O31 1.428, F32 1.577
30 O -3.937 -1.264 -3.004  S29 1.428
31 O -2.793 -2.073 -1.072  S29 1.428
32 F -4.169 -3.613 -2.318  S29 1.577
33 C 0.752 1.874 1.361  C12 1.373, C34 1.370, H69 1.088
34 C 1.940 1.349 0.923  C9 1.385, C33 1.370, H70 1.084
35 H 3.607 -4.213 2.256  C1 1.097
36 H 4.555 -5.248 1.151  C1 1.093
37 H 5.348 -3.876 1.993  C1 1.098
38 H 2.564 -4.789 0.150  C3 1.096
39 H 2.057 -3.264 -0.532  C3 1.092
40 H 3.260 -4.308 -1.386  C3 1.095
41 H 5.843 -4.162 -0.455  C4 1.097
42 H 5.147 -2.983 -1.532  C4 1.093
43 H 6.090 -2.426 -0.071  C4 1.092
44 H 4.518 -1.670 1.736  C5 1.101
45 H 2.853 -2.161 1.725  C5 1.095
46 H 4.417 1.308 -0.073  C7 1.093
47 H 5.537 -0.076 0.275  C7 1.094
48 H 4.514 0.622 1.529  C7 1.099
49 H 4.278 -1.023 -1.750  C8 1.094
50 H 2.979 0.140 -1.751  C8 1.099
51 H 2.533 -1.551 -1.654  C8 1.090
52 H 1.032 -1.820 0.603  C10 1.089
53 H -1.086 -0.939 1.400  C11 1.083
54 H -3.031 1.525 3.318  C14 1.097
55 H -2.046 0.084 3.219  C14 1.098
56 H -4.297 -0.055 2.158  C15 1.104
57 H -3.027 -0.329 0.875  C15 1.097
58 H -4.590 2.027 -0.987  C17 1.095
59 H -3.674 0.540 -1.001  C17 1.099
60 H -6.382 0.744 -1.291  C18 1.097
61 H -6.389 0.532 0.475  C18 1.096
62 H -6.471 -1.771 1.660  C21 1.100
63 H -4.761 -2.164 1.623  C21 1.094
64 H -6.737 -5.657 -0.328  C24 1.086
65 H -5.206 -7.355 -1.245  C25 1.087
66 H -2.725 -7.179 -0.805  C26 1.087
67 H -1.875 -5.370 0.561  C27 1.083
68 H -3.424 -3.724 1.489  C28 1.089
69 H 0.694 2.943 1.553  C33 1.088
70 H 2.756 2.051 0.794  C34 1.084
71 C -0.056 5.124 -1.482  C72 1.525, H77 1.091, H78 1.091, H79 1.092
72 C 1.422 4.835 -1.235  C71 1.525, C73 1.529, H80 1.094, H81 1.094
73 C 2.020 5.682 -0.112  C72 1.529, C74 1.530, H82 1.094, H83 1.095
74 C 2.008 7.191 -0.365  C73 1.530, C75 1.528, H84 1.095, H85 1.094
75 C 2.732 7.637 -1.635  C74 1.528, C76 1.526, H86 1.094, H87 1.093
76 C 4.221 7.307 -1.626  C75 1.526, H88 1.092, H89 1.091, H90 1.091
77 H -0.219 6.159 -1.788  C71 1.091
78 H -0.443 4.482 -2.275  C71 1.091
79 H -0.643 4.937 -0.580  C71 1.092
80 H 1.984 4.977 -2.162  C72 1.094
81 H 1.532 3.780 -0.970  C72 1.094
82 H 3.046 5.351 0.072  C73 1.094
83 H 1.467 5.485 0.813  C73 1.095
84 H 2.462 7.691 0.497  C74 1.095
85 H 0.974 7.548 -0.404  C74 1.094
86 H 2.614 8.719 -1.740  C75 1.094
87 H 2.263 7.192 -2.517  C75 1.093
88 H 4.719 7.787 -0.780  C76 1.092
89 H 4.696 7.663 -2.542  C76 1.091
90 H 4.397 6.232 -1.562  C76 1.091